{"formula": "C51H81N16O12", "method": "ωB97M-V/def2-TZVPD", "largest_force_ev_per_a": 3.0, "gap_ev": 7.8, "total_charge": 1, "symbols": ["C", "C", "C", "N", "C", "C", "C", "C", "C", "C", "H", "H", "H", "H", "H", "H", "H", "H", "H", "H", "H", "H", "H", "H", "H", "H", "H", "H", "H", "H", "C", "O", "N", "N", "H", "H", "H", "H", "C", "O", "N", "N", "H", "H", "H", "H", "C", "O", "N", "N", "H", "H", "H", "H", "C", "O", "N", "N", "H", "H", "H", "H", "C", "C", "C", "C", "C", "C", "O", "O", "H", "H", "H", "H", "H", "H", "C", "C", "C", "C", "C", "C", "O", "O", "H", "H", "H", "H", "H", "H", "C", "C", "C", "C", "C", "C", "O", "O", "H", "H", "H", "H", "H", "H", "C", "C", "C", "C", "C", "C", "O", "O", "H", "H", "H", "H", "H", "H", "C", "C", "N", "H", "H", "H", "C", "C", "N", "H", "H", "H", "C", "C", "N", "H", "H", "H", "C", "C", "N", "H", "H", "H", "C", "C", "N", "H", "H", "H", "C", "C", "N", "H", "H", "H", "C", "C", "N", "H", "H", "H"], "coordinates": [[-13.36062, -3.94021, 4.63922], [-13.01641, -5.21663, 3.86998], [-11.78988, -5.87696, 4.44393], [-11.38953, -7.13145, 3.67932], [-11.44679, -7.03182, 2.21181], [-10.34985, -6.16404, 1.63645], [-8.96664, -6.47602, 2.18064], [-8.90066, -6.61895, 3.68681], [-10.00700, -7.57128, 4.12708], [-12.27219, -8.26528, 4.17959], [-14.42449, -3.78146, 4.77740], [-12.90307, -3.03323, 4.23700], [-12.82884, -3.91407, 5.59793], [-13.06945, -5.05909, 2.79121], [-13.90960, -5.84269, 3.97200], [-11.97656, -6.22597, 5.45248], [-10.94222, -5.20684, 4.32717], [-12.44932, -6.74619, 1.89964], [-11.37611, -7.96303, 1.64225], [-10.58860, -5.09560, 1.81897], [-10.27617, -6.02450, 0.55839], [-8.25588, -5.74618, 1.78487], [-8.70687, -7.40255, 1.64796], [-8.88934, -5.67534, 4.22798], [-7.96328, -7.14286, 3.87240], [-9.94854, -7.83755, 5.18060], [-9.81888, -8.47125, 3.53360], [-13.27569, -8.01803, 3.84600], [-12.07992, -8.30665, 5.24749], [-11.92024, -9.19953, 3.75368], [-9.39484, -6.00442, 8.10665], [-10.02322, -6.03105, 7.04707], [-9.34611, -4.83876, 8.85271], [-8.80726, -7.07560, 8.69398], [-8.65711, -4.74835, 9.57507], [-9.74417, -4.06582, 8.35357], [-8.50903, -7.88410, 8.15788], [-8.50764, -7.00580, 9.64907], [-16.37840, -7.03857, 1.97606], [-15.36090, -7.39947, 2.58390], [-17.14303, -5.99090, 2.39249], [-16.96001, -7.81022, 1.00736], [-17.95278, -5.62231, 1.93005], [-16.73227, -5.47198, 3.14944], [-16.60352, -8.72090, 0.77766], [-17.75606, -7.42720, 0.53225], [-7.31441, -8.73380, -1.12826], [-8.36168, -8.11906, -1.05069], [-7.22563, -9.96848, -1.73948], [-6.09180, -8.24251, -0.72144], [-7.99428, -10.49653, -2.10237], [-6.36218, -10.47487, -1.64521], [-6.07735, -7.24015, -0.63213], [-5.27123, -8.68264, -1.09922], [-7.87617, -9.68985, 6.01964], [-8.67119, -9.30423, 6.86877], [-6.94596, -8.87110, 5.42436], [-7.89545, -10.97517, 5.53784], [-6.26791, -9.32715, 4.84245], [-6.75771, -8.01726, 5.93224], [-7.35028, -11.17173, 4.71981], [-8.58884, -11.61762, 5.87431], [-18.74213, -3.23793, 4.30581], [-18.19151, -4.32303, 4.95188], [-18.93233, -5.49074, 5.10993], [-20.21758, -5.52799, 4.58906], [-20.76140, -4.46137, 3.87533], [-19.97974, -3.33635, 3.66774], [-20.53185, -2.31551, 2.95140], [-18.49177, -6.39391, 6.02271], [-18.24213, -2.28108, 4.20573], [-17.21406, -4.29330, 5.42293], [-20.82069, -6.41093, 4.77387], [-21.66834, -4.65123, 3.31813], [-19.91712, -1.59444, 2.79081], [-18.94571, -7.24039, 5.98874], [-11.54804, -10.29427, -0.76933], [-11.20392, -11.17731, -1.78035], [-11.79002, -12.44076, -1.80599], [-12.67668, -12.77404, -0.80539], [-13.13222, -11.87259, 0.15381], [-12.51165, -10.62489, 0.17098], [-12.81513, -9.66296, 1.10481], [-11.42731, -13.41592, -2.69147], [-11.12506, -9.29626, -0.78063], [-10.45601, -10.91225, -2.51941], [-12.95469, -13.81248, -0.65292], [-13.89878, -12.13842, 0.86739], [-13.68101, -9.86392, 1.48967], [-10.62816, -13.19199, -3.17465], [-15.34923, -13.28186, 4.09157], [-15.51645, -12.28782, 3.10725], [-15.49560, -10.96198, 3.47530], [-15.32152, -10.61313, 4.81683], [-15.14647, -11.56345, 5.78898], [-15.23220, -12.90957, 5.40939], [-15.08776, -13.79773, 6.44751], [-15.53522, -9.99952, 2.50620], [-15.23585, -14.30429, 3.75485], [-15.66379, -12.56922, 2.07332], [-15.25450, -9.56406, 5.09276], [-14.93439, -11.30928, 6.81665], [-15.15720, -14.70127, 6.12268], [-15.57572, -9.06293, 2.81308], [-13.68227, 0.60877, 7.29700], [-14.38871, 1.78415, 7.49835], [-14.38632, 2.76719, 6.51547], [-13.70809, 2.52497, 5.32999], [-13.00549, 1.34922, 5.11966], [-13.02330, 0.37404, 6.10395], [-12.35597, -0.81166, 5.85058], [-15.05109, 3.94494, 6.68060], [-13.63161, -0.18988, 8.02899], [-14.77764, 1.90756, 8.50343], [-13.82331, 3.23781, 4.52238], [-12.49773, 1.17626, 4.18177], [-12.03739, -1.16568, 6.68732], [-15.43412, 3.96052, 7.56339], [-13.54479, -4.41658, -0.99239], [-12.85228, -5.69384, -0.91334], [-12.27132, -6.68172, -0.90215], [-12.82609, -3.62510, -1.19457], [-14.10513, -4.20455, -0.08140], [-14.27345, -4.48925, -1.80085], [-15.77205, -1.22969, 4.86417], [-15.62609, -1.82391, 6.18829], [-15.48717, -2.31823, 7.21503], [-16.09252, -1.97625, 4.14262], [-14.82583, -0.78131, 4.56084], [-16.47673, -0.39956, 4.92313], [-11.16342, -11.97367, 3.15659], [-11.14183, -11.53750, 4.55619], [-11.14194, -11.24062, 5.66644], [-10.83919, -13.01187, 3.13045], [-10.49580, -11.34671, 2.56695], [-12.16636, -11.88275, 2.74296], [-4.83362, -5.07653, 3.12757], [-5.51017, -4.35484, 2.05908], [-6.03626, -3.80978, 1.19820], [-5.41547, -5.95554, 3.39388], [-4.70174, -4.45602, 4.01010], [-3.84134, -5.37709, 2.79176], [-12.31685, -0.51229, 1.29638], [-11.30134, -1.36734, 0.69014], [-10.49917, -2.04262, 0.22336], [-13.32111, -0.88793, 1.11115], [-12.20720, 0.48373, 0.86856], [-12.16746, -0.44944, 2.37235], [-7.59731, -3.46979, 6.25395], [-6.96980, -4.74074, 5.98679], [-6.50049, -5.75939, 5.74855], [-7.40650, -2.66887, 5.54021], [-7.42702, -3.16172, 7.28246], [-8.68438, -3.56905, 6.13722], [-8.42837, -4.62688, -1.47049], [-9.70271, -4.64566, -2.16913], [-10.70847, -4.65440, -2.71960], [-8.13431, -3.61148, -1.20889], [-7.64982, -4.94083, -2.16992], [-8.46439, -5.28527, -0.60685]], "mulliken_charge": [-1.07, 0.50, -0.49, 1.01, 0.03, 0.01, -0.54, 0.26, -1.02, -0.48, -0.24, 0.37, 0.32, 0.19, -0.24, 0.48, 0.22, 0.40, -0.61, -0.01, 0.14, 0.37, -0.01, -0.46, 0.41, 0.66, 0.13, 0.15, 0.66, -0.43, 0.42, -0.35, -0.47, -0.30, 0.19, 0.19, 0.27, 0.14, 0.71, -0.92, -0.14, -0.33, 0.13, -0.17, 0.19, 0.17, 0.57, -0.48, -0.41, -0.44, 0.18, 0.16, 0.23, 0.22, 0.72, -0.71, -0.33, -0.48, 0.17, 0.20, 0.15, 0.26, 0.01, -0.64, 0.57, -0.49, -0.67, 0.40, -0.56, -0.53, -0.03, 0.66, 0.27, 0.39, 0.30, 0.32, -0.81, -0.66, 0.46, -0.47, -0.22, 0.23, 0.46, -0.57, 0.50, 0.49, 0.38, 0.03, 0.01, 0.30, -0.82, -0.32, 0.34, -0.34, -0.85, 0.87, -0.56, -0.38, 0.33, 0.52, 0.48, 0.44, 0.29, 0.09, -0.35, -0.61, 0.67, -0.51, -0.22, 0.03, -0.32, -0.54, 0.33, 0.31, 0.41, 0.27, 0.21, 0.29, -1.15, 0.61, -0.36, 0.30, 0.27, 0.40, -0.33, 0.55, -0.64, 0.18, -0.10, 0.44, -0.42, 0.48, -0.56, 0.52, 0.21, -0.14, -0.70, 0.44, -0.42, 0.07, 0.26, 0.37, -0.58, 0.40, -0.38, 0.27, 0.37, -0.05, -0.87, 0.60, -0.51, 0.36, 0.36, 0.03, -0.36, 0.37, -0.53, 0.38, 0.47, -0.27]}

---

{"formula": "C51H87BN3O20", "method": "ωB97M-V/def2-TZVPD", "largest_force_ev_per_a": 5.9, "gap_ev": 7.7, "total_charge": 1, "symbols": ["C", "C", "C", "O", "C", "C", "C", "C", "C", "C", "C", "C", "N", "N", "C", "C", "C", "C", "C", "C", "C", "C", "C", "C", "C", "C", "C", "O", "C", "O", "C", "B", "O", "O", "C", "C", "C", "C", "N", "C", "H", "H", "H", "H", "H", "H", "H", "H", "H", "H", "H", "H", "H", "H", "H", "H", "H", "H", "H", "H", "H", "H", "H", "H", "H", "H", "H", "H", "H", "H", "H", "H", "H", "H", "H", "H", "H", "H", "H", "H", "H", "H", "H", "H", "H", "H", "H", "C", "C", "O", "C", "O", "O", "C", "H", "H", "H", "H", "H", "H", "H", "H", "C", "C", "O", "C", "O", "O", "C", "H", "H", "H", "H", "H", "H", "H", "H", "C", "C", "O", "C", "O", "O", "C", "H", "H", "H", "H", "H", "H", "H", "H", "C", "C", "O", "C", "O", "O", "C", "H", "H", "H", "H", "H", "H", "H", "H", "C", "C", "O", "C", "O", "O", "C", "H", "H", "H", "H", "H", "H", "H", "H"], "coordinates": [[0.61400, 5.27922, 3.61189], [-0.65888, 4.44283, 4.19053], [-0.78018, 3.13586, 3.27200], [-1.42005, 1.99891, 3.91197], [-1.07996, 0.83609, 3.09929], [0.28756, 0.11173, 3.52695], [0.43797, -1.33984, 2.79987], [0.63130, -2.55911, 3.82399], [1.51904, -3.72238, 3.31556], [1.77004, -4.90047, 4.33083], [1.08104, -4.62427, 5.69296], [0.22690, -3.39955, 6.03717], [0.03773, -2.37223, 5.09199], [-0.46722, -1.49506, 1.63097], [-0.12331, -2.65030, 0.68974], [-0.52064, -2.34807, -0.84135], [0.72897, -2.13860, -1.82094], [0.10554, -1.54497, -3.21089], [1.80635, -1.05014, -1.32398], [3.14212, -1.89426, -0.90276], [3.82948, -1.35908, 0.43954], [5.15847, -1.83388, 0.76120], [6.29534, -0.76198, 1.14051], [5.58127, -3.37234, 0.79091], [-1.94682, -1.26901, 1.79678], [-2.91215, -2.53352, 1.64417], [-2.79710, -3.80784, 2.53553], [-2.34117, -3.70648, 3.89714], [-2.35480, -5.05253, 4.40717], [-1.45650, -5.89266, 4.20312], [-2.36349, -0.16276, 2.90113], [-3.46062, 0.90612, 2.26584], [-4.68959, 1.28658, 2.92065], [-3.20436, 1.61506, 1.01482], [-3.00613, -0.66852, 4.25858], [-4.38635, -1.42094, 4.36387], [-4.93987, -1.87205, 5.74856], [-4.04020, -1.50108, 6.96177], [-2.81854, -0.78514, 6.93762], [-2.35405, -0.40312, 5.65572], [0.73226, 6.27801, 4.15398], [0.45033, 5.42517, 2.47891], [1.56134, 4.62707, 3.72420], [-1.59495, 5.07331, 4.01713], [-0.51119, 4.18039, 5.29388], [0.29429, 2.86962, 2.92902], [-1.36130, 3.40466, 2.32054], [-0.89719, 1.26148, 2.03421], [1.11952, 0.81169, 3.12018], [0.49061, 0.07069, 4.64724], [1.49298, -1.26014, 2.31577], [1.99960, -3.78142, 2.27593], [2.40964, -5.80908, 4.09855], [1.22941, -5.41461, 6.51008], [-0.27248, -3.30008, 7.06562], [-0.14977, -0.69350, 1.02901], [1.03500, -2.66927, 0.70032], [-0.44483, -3.66384, 1.08413], [-1.09530, -3.26987, -1.24048], [-1.23527, -1.46333, -0.96062], [1.17568, -3.17719, -2.03419], [0.96588, -1.24774, -3.89694], [-0.63105, -2.28969, -3.66003], [-0.49876, -0.61772, -2.87749], [2.00450, -0.30682, -2.16252], [1.46156, -0.52327, -0.35573], [2.85775, -3.00034, -0.70534], [3.85568, -1.87728, -1.80075], [3.32066, -0.63373, 1.18020], [7.02458, -1.21513, 1.89886], [5.74543, 0.12465, 1.62765], [6.80594, -0.47089, 0.16313], [5.13590, -3.92199, 1.70441], [6.72615, -3.50115, 0.89610], [5.30018, -3.95647, -0.16180], [-2.23349, -0.70399, 0.81213], [-3.98949, -2.11396, 1.71120], [-2.85602, -2.87613, 0.53763], [-3.85156, -4.29805, 2.58510], [-2.15291, -4.62482, 2.02190], [-3.29124, -5.36436, 4.99483], [-5.46721, 1.12659, 2.34205], [-4.03038, 2.08191, 0.73305], [-5.03013, -1.64384, 3.45697], [-5.92635, -2.42955, 5.80544], [-4.42165, -1.85380, 7.99045], [-1.36343, 0.18411, 5.65815], [-4.74210, -3.61996, -8.49984], [-4.39494, -4.44992, -7.27837], [-3.69791, -3.66374, -6.30152], [-4.46169, -2.83410, -5.57304], [-5.65746, -2.70336, -5.66351], [-3.65637, -2.15012, -4.74099], [-4.33361, -1.15471, -3.97569], [-3.84839, -3.13773, -8.90370], [-5.19114, -4.24404, -9.27525], [-5.44762, -2.82383, -8.25088], [-3.71955, -5.25696, -7.56957], [-5.28219, -4.91360, -6.83847], [-5.18570, -1.57675, -3.43824], [-4.65570, -0.34005, -4.62851], [-3.62908, -0.75478, -3.24464], [7.15214, -0.20277, -6.75872], [7.85748, -0.78354, -5.54768], [7.82880, 0.13360, -4.44535], [6.66409, 0.20939, -3.78266], [5.66308, -0.42201, -4.02659], [6.79638, 1.13245, -2.81486], [5.59174, 1.38403, -2.09539], [7.56589, 0.77666, -7.01154], [7.25538, -0.86604, -7.62005], [6.08675, -0.05725, -6.56522], [8.90947, -0.95065, -5.78787], [7.43451, -1.74922, -5.25721], [5.16344, 0.45882, -1.70187], [4.87395, 1.89726, -2.73992], [5.83008, 2.03722, -1.25498], [-7.38794, 5.65034, -5.47627], [-6.28781, 4.78063, -4.89784], [-6.78309, 3.47748, -4.56257], [-6.95888, 2.63972, -5.59956], [-6.73117, 2.88623, -6.75833], [-7.45848, 1.48728, -5.12226], [-7.78770, 0.53793, -6.13697], [-8.24632, 5.68444, -4.80069], [-7.02721, 6.66715, -5.64530], [-7.74823, 5.25300, -6.42791], [-5.92569, 5.22593, -3.96865], [-5.43270, 4.70571, -5.57543], [-6.93896, 0.35302, -6.79866], [-8.65127, 0.88792, -6.70717], [-8.05286, -0.39979, -5.64741], [9.96542, 2.98255, -4.27480], [11.20051, 3.30558, -3.45527], [12.29680, 2.45737, -3.81910], [12.92156, 2.77724, -4.96535], [12.64674, 3.70210, -5.69046], [13.88963, 1.87031, -5.17728], [14.57135, 2.03573, -6.41979], [9.72138, 1.92013, -4.20065], [9.11011, 3.56897, -3.93186], [10.12487, 3.19831, -5.33407], [10.99432, 3.11465, -2.39996], [11.48147, 4.35871, -3.54437], [14.95511, 3.05202, -6.53033], [13.90294, 1.78481, -7.24675], [15.41516, 1.34498, -6.43393], [-8.36177, 3.45483, 9.67151], [-6.94701, 3.99677, 9.75073], [-6.03123, 3.15319, 9.04040], [-6.04861, 3.27572, 7.70222], [-6.74909, 4.02555, 7.06583], [-5.16848, 2.39766, 7.19355], [-5.15865, 2.35333, 5.76722], [-8.39479, 2.41560, 10.00837], [-9.03824, 4.05065, 10.28799], [-8.73438, 3.46797, 8.64459], [-6.62059, 4.00463, 10.79275], [-6.88666, 5.02558, 9.38512], [-5.01258, 3.34766, 5.33941], [-6.08870, 1.91037, 5.40333], [-4.32824, 1.71924, 5.45560]], "mulliken_charge": [-1.03, -0.35, -0.25, -0.34, -2.40, -0.52, 1.55, -0.57, -0.25, -0.66, -0.44, -0.38, 0.15, 1.38, 0.78, -1.04, 0.19, -1.34, -0.28, -0.75, 0.09, 0.31, -1.08, -1.09, -0.86, -0.98, -1.20, 0.56, -0.20, -0.45, 1.08, 0.99, -0.56, -0.61, 1.37, -0.22, -0.83, -0.46, -0.56, -0.23, 0.37, 0.25, 0.28, 0.29, 0.29, 0.15, 0.19, 0.60, 0.42, 0.21, -0.70, 0.23, 0.39, 0.31, 0.38, 0.55, -0.91, 0.34, 0.45, -0.01, 0.39, 0.43, 0.34, 0.27, 0.56, -0.12, 0.43, 0.34, -0.07, 0.41, 0.31, 0.19, 0.20, 0.39, 0.27, 0.44, 0.53, 0.35, 0.42, 0.47, 0.37, 0.20, 0.27, 0.28, 0.37, 0.37, 0.06, -1.07, -0.15, -0.36, 0.71, -0.56, -0.26, -0.54, 0.29, 0.36, 0.28, 0.30, 0.30, 0.31, 0.31, 0.06, -1.12, -0.20, -0.28, 0.69, -0.58, -0.25, -0.44, 0.28, 0.38, 0.30, 0.33, 0.31, -0.02, 0.32, 0.26, -1.10, -0.17, -0.34, 0.76, -0.54, -0.34, -0.62, 0.29, 0.36, 0.31, 0.27, 0.31, 0.29, 0.33, 0.20, -0.97, -0.28, -0.35, 0.77, -0.55, -0.34, -0.63, 0.22, 0.36, 0.34, 0.30, 0.33, 0.29, 0.29, 0.23, -1.10, -0.15, -0.38, 0.65, -0.56, -0.23, -0.35, 0.29, 0.36, 0.31, 0.29, 0.31, 0.37, 0.30, -0.13]}

---

Taking the records one at a time from the top gives molar mass values of 1110.31, 1073.07 Da.